Entry from the OMol25 dataset: a cluster of 2 separate species, C6H6N2O2 in total (ωB97M-V/def2-TZVPD).

Structure (ORCA input):
```
! RIJCOSX wB97M-V def2-TZVPD def2/J DEFGRID3
* xyz 0 1
O 3.1620 -1.7253 0.1100
C 2.3484 -0.8733 0.0008
C 2.6032 0.5168 -0.2343
C 1.6597 1.3929 -0.1241
N 0.3495 1.0716 0.3265
C -0.1120 -0.2449 0.1153
O -1.3416 -0.5407 0.1844
N 0.9966 -1.0997 0.0381
H 3.5945 0.7157 -0.3716
H 1.8846 2.4705 0.0121
H -0.4094 1.7932 0.4185
H 0.6214 -2.0370 0.0005
C -3.4379 0.1305 0.0228
C -4.1408 -0.8953 -0.1710
H -3.1123 1.1284 -0.1535
H -4.6659 -1.8032 -0.1744
*
```

Output
HOMO energy: -0.337 hartree
energy: -492.1284 Ha
E_LUMO: 0.4 eV
gap between HOMO and LUMO: 9.55 eV
relative energy (zero: lowest compared OMol25 entry of this formula, charge and spin): 72.2 kcal per mole
SMILES: O=c1cc[nH]c(=O)[nH]1.C#C

Atomic partial charges in e from the Mulliken method, atoms 1 to 5: -0.57, 0.51, -0.40, -0.32, -0.12

***

Entry from the OMol25 dataset: an isolated molecule of C6H6N2O2 (ωB97M-V/def2-TZVPD).

Structure (ORCA input):
```
! RIJCOSX wB97M-V def2-TZVPD def2/J DEFGRID3
* xyz 0 1
C -0.8851 1.3449 2.2736
C -0.2308 0.8238 1.2063
N 0.3520 -0.4119 1.3026
C 0.6518 -1.2448 0.1797
O 0.6187 -2.4685 0.3551
C 0.3746 -0.6959 -1.2111
C 0.7016 -1.5024 -2.3460
N -0.1411 0.6399 -1.3249
C -0.1845 1.4525 -0.1255
O -0.1679 2.6872 -0.2168
H -0.9766 0.7611 3.1916
H -1.3769 2.3066 2.3025
H 0.3809 -0.9698 2.1322
H 1.2587 -2.4502 -2.2718
H 0.3776 -1.1148 -3.3049
H -0.7530 0.8422 -2.1424
*
```

Output
HOMO energy: -0.327 hartree
energy: -492.1805 Ha
E_LUMO: -0.2 eV
gap between HOMO and LUMO: 8.68 eV
relative energy (zero: lowest compared OMol25 entry of this formula, charge and spin): 39.5 kcal per mole
SMILES: C=c1[nH]c(=O)c(=C)[nH]c1=O

Atomic partial charges in e from the Mulliken method, atoms 1 to 5: -1.07, 0.77, -0.18, 0.27, -0.57

***

Entry from the OMol25 dataset: an isolated molecule of C6H6N2O2 (ωB97M-V/def2-TZVPD).

Structure (ORCA input):
```
! RIJCOSX wB97M-V def2-TZVPD def2/J DEFGRID3
* xyz 0 1
C 0.6436 -0.0823 -2.3564
O -0.5923 -0.5516 -1.8706
N -0.7214 -0.1896 -0.5429
C -1.9167 -0.3257 0.1106
C -1.7076 -0.1081 1.4652
C -0.3291 0.1987 1.6671
O 0.7565 0.4341 2.4920
C 1.8267 0.4038 1.6955
N 1.6183 0.2315 0.4317
C 0.2873 0.0220 0.3904
H 0.5998 -0.4226 -3.3970
H 1.3261 -0.4507 -1.5767
H 0.5453 0.9273 -2.4325
H -2.7706 -0.4990 -0.4142
H -2.3433 -0.1021 2.2990
H 2.7774 0.5142 2.0386
*
```

Output
HOMO energy: -0.300 hartree
energy: -492.0759 Ha
E_LUMO: 0.9 eV
gap between HOMO and LUMO: 9.09 eV
relative energy (zero: lowest compared OMol25 entry of this formula, charge and spin): 105.1 kcal per mole
SMILES: COn1ccc2ocnc21

Atomic partial charges in e from the Mulliken method, atoms 1 to 5: -0.53, -0.34, 0.18, -0.83, -0.69

***

Entry from the OMol25 dataset: a cluster of 2 separate species, C6H6N2O2 in total (ωB97M-V/def2-TZVPD).

Structure (ORCA input):
```
! RIJCOSX wB97M-V def2-TZVPD def2/J DEFGRID3
* xyz 0 1
O 1.9810 1.3899 -1.0162
C 0.9279 1.1554 -0.4227
C 0.3847 2.1074 0.6081
C -0.6208 1.6365 1.3923
N -1.0422 0.3453 1.3778
C -0.8108 -0.5746 0.3155
O -1.2193 -1.7622 0.3585
N 0.0838 0.0112 -0.5842
H 0.8373 3.0299 0.8033
H -1.0160 2.1332 2.3457
H -1.7065 0.0374 2.1720
H 0.2268 -0.4472 -1.5238
C 0.5820 -2.0375 -2.0173
C 0.5041 -2.5563 -0.9285
H 0.7085 -1.3871 -2.8489
H 0.1796 -3.0812 -0.0315
*
```

Output
HOMO energy: -0.344 hartree
energy: -492.1097 Ha
E_LUMO: 0.4 eV
gap between HOMO and LUMO: 9.78 eV
relative energy (zero: lowest compared OMol25 entry of this formula, charge and spin): 84.0 kcal per mole
SMILES: O=c1cc[nH]c(=O)[nH]1.C#C

Atomic partial charges in e from the Mulliken method, atoms 1 to 5: -0.57, 0.42, -0.59, -0.11, -0.13